A) Formula: C24H29N3O5S
Source: OMol25
Level of theory: ωB97M-V/def2-TZVPD

Calculated values
Lowest unoccupied orbital energy (eV): 0.523
SMILES: Cc1ccc(N2C[C@H](C(=O)Nc3ccc(S(=O)(=O)NC[C@@H]4CCCO4)cc3)CC2=O)cc1C
Gap between HOMO and LUMO (eV): 8.8
HOMO (eV): -8.24
Total charge: 0

Geometry (Å):
S -0.219 -2.253 1.449
O 1.304 -6.270 -1.068
O -3.176 2.385 -2.637
O -1.197 -1.982 2.460
O 1.617 4.134 -1.775
O 1.167 -2.306 1.814
N -0.432 4.272 -0.725
N -0.926 2.037 -2.563
N -0.613 -3.734 0.808
C -1.886 0.170 -1.304
C 2.272 -6.932 0.951
C 0.676 -0.406 -0.377
C 2.572 -6.447 -0.466
C 1.122 3.469 0.955
C -1.695 -0.811 -0.349
C -0.791 0.903 -1.760
C -0.424 -1.078 0.120
C -0.155 3.464 0.405
C -0.385 4.788 -3.006
C 2.868 2.590 2.507
C -1.772 4.665 -1.126
C 1.009 -6.137 1.296
C 0.237 -4.257 -0.230
C -2.049 2.820 -2.661
C -0.755 1.708 1.924
C -1.103 2.582 0.912
C -1.789 4.329 -2.632
C 0.528 1.675 2.449
C 1.474 2.581 1.961
C 0.882 0.673 3.501
C 0.432 4.379 -1.776
C 0.414 -5.780 -0.082
C 0.496 0.585 -1.319
H 0.012 0.083 3.775
H -1.601 -3.872 0.687
H 3.484 3.314 1.982
H 1.278 1.163 4.390
H -0.553 -6.267 -0.256
H 1.653 -0.645 0.011
H -0.037 2.476 -2.760
H 0.022 4.354 -3.918
H 2.860 2.841 3.567
H 1.207 -3.774 -0.096
H 2.059 -8.002 0.937
H -2.105 2.538 0.515
H -2.592 4.840 -3.163
H 0.311 -6.713 1.898
H 3.121 -5.495 -0.441
H 1.858 4.156 0.572
H -2.545 4.149 -0.561
H -2.874 0.408 -1.663
H -2.534 -1.349 0.063
H -0.359 5.875 -3.111
H 1.251 -5.220 1.831
H 3.124 -7.164 -1.074
H 1.342 1.153 -1.676
H -0.134 -4.027 -1.237
H 1.640 -0.015 3.129
H 3.092 -6.741 1.638
H -1.895 5.744 -0.976
H 3.320 1.604 2.406
H -1.493 1.012 2.296

---

B) Formula: C24H29N3O5S
Source: OMol25
Level of theory: ωB97M-V/def2-TZVPD

Calculated values
Lowest unoccupied orbital energy (eV): 0.463
SMILES: Cc1ccc(N2C[C@H](C(=O)Nc3ccc(S(=O)(=O)NC[C@@H]4CCCO4)cc3)CC2=O)cc1C
Gap between HOMO and LUMO (eV): 9.2
HOMO (eV): -8.74
Total charge: 0

Geometry (Å):
S 4.763 -1.646 -1.120
O 5.037 -1.933 -2.496
O 4.840 1.371 0.702
O -2.670 1.812 2.129
O 4.657 -2.736 -0.191
O 0.019 3.281 -2.235
N -3.172 1.254 -0.046
N 5.997 -0.663 -0.594
N -0.340 1.408 -0.981
C -4.696 -2.640 0.404
C 5.375 0.402 1.588
C -3.262 -0.849 1.171
C 0.959 -0.505 -0.405
C -5.128 -1.831 -0.652
C 3.159 0.498 -1.762
C -2.123 3.027 -1.188
C 1.980 1.221 -1.750
C -0.697 2.598 -1.541
C 0.875 0.726 -1.059
C -6.130 -2.342 -1.641
C 2.142 -1.218 -0.422
C -5.224 -4.031 0.569
C -3.151 1.900 -1.348
C 6.288 -0.567 0.811
C -3.770 -2.128 1.300
C 3.096 0.862 2.229
C 3.239 -0.702 -1.085
C -3.694 -0.043 0.124
C 4.150 -0.254 2.244
C 3.747 1.963 1.368
C -2.231 3.360 0.303
C -2.709 2.068 0.951
C -4.624 -0.546 -0.780
H 0.094 -0.897 0.113
H -7.056 -2.617 -1.137
H 6.184 -1.575 1.215
H 4.107 2.784 2.006
H -4.136 2.320 -1.588
H 2.164 0.520 1.783
H -2.356 3.884 -1.821
H -2.552 -0.474 1.889
H -1.294 3.691 0.750
H -6.306 -4.018 0.698
H 5.969 0.915 2.363
H -5.751 -3.231 -2.144
H -1.035 0.937 -0.417
H 6.003 0.226 -1.067
H 3.834 -1.108 1.647
H 3.081 2.371 0.607
H 7.331 -0.252 0.909
H -3.429 -2.744 2.120
H -2.980 4.134 0.486
H -4.975 0.070 -1.593
H 4.017 0.864 -2.302
H -6.355 -1.588 -2.391
H 4.380 -0.599 3.250
H -4.778 -4.510 1.436
H -2.877 1.185 -2.127
H 2.231 -2.173 0.071
H 2.883 1.233 3.230
H 1.906 2.162 -2.269
H -5.003 -4.633 -0.312

---

Computed stability ranking, most favorable first: B), A)

---

A) Formula: C9H9NO
Source: OMol25
Level of theory: ωB97M-V/def2-TZVPD

Calculated values
Lowest unoccupied orbital energy (eV): 0.766
SMILES: C[C@@]1(c2ccccc2)NC1=O
Gap between HOMO and LUMO (eV): 9.7
HOMO (eV): -8.92
Total charge: 0

Geometry (Å):
O -2.973 0.601 -1.464
N -1.295 -1.207 -1.666
C -1.051 -0.708 -0.290
C 0.182 0.060 -0.044
C 1.610 1.206 1.463
C 1.972 1.333 -0.887
C -1.569 -1.676 0.895
C 0.515 0.370 1.238
C -2.101 -0.198 -1.219
C 0.812 0.637 -1.134
C 2.332 1.791 0.384
H -2.669 -1.742 0.731
H 3.214 2.272 0.612
H 0.032 -0.104 2.078
H -1.450 -2.123 -2.010
H 0.618 0.275 -2.136
H -1.306 -2.726 0.858
H -1.282 -1.294 1.937
H 2.033 1.461 2.436
H 2.376 1.771 -1.782

---

B) Formula: C9H9NO
Source: OMol25
Level of theory: ωB97M-V/def2-TZVPD

Calculated values
Lowest unoccupied orbital energy (eV): 0.898
SMILES: C=C[C@H]1Nc2ccccc2O1
Gap between HOMO and LUMO (eV): 9.1
HOMO (eV): -8.17
Total charge: 0

Geometry (Å):
O -0.696 -0.360 -1.411
N 1.674 -0.152 -0.796
C -1.479 -0.979 0.836
C -1.133 -1.328 2.155
C -0.500 -0.593 -0.057
C -0.806 2.590 -1.434
C 0.885 -0.601 0.250
C 0.235 -1.374 2.473
C 1.229 -1.007 1.542
C 0.319 0.349 -1.910
C 0.283 1.844 -1.762
H 1.353 2.193 -1.932
H -1.844 2.138 -1.313
H -2.500 -0.696 0.576
H 2.216 -0.936 -1.208
H -0.704 3.675 -1.349
H 0.504 -1.883 3.464
H -1.964 -1.640 2.900
H 0.658 0.122 -2.848
H 2.269 -1.361 1.824

---

Computed stability ranking, most favorable first: A), B)

---

A) Formula: C9H9NO
Source: OMol25
Level of theory: ωB97M-V/def2-TZVPD

Calculated values
Lowest unoccupied orbital energy (eV): 0.644
SMILES: C1=CCN2C=C[C@]3(CO3)C2=C1
Gap between HOMO and LUMO (eV): 7.7
HOMO (eV): -7.02
Total charge: 0

Geometry (Å):
O 1.088 -1.522 -2.225
N -0.237 -0.311 0.936
C 1.287 -1.827 0.274
C -1.714 1.700 -0.345
C 2.132 -0.597 -1.940
C 0.593 -1.337 1.328
C 1.065 -0.942 -0.914
C -0.720 0.946 -1.056
C -1.117 0.471 1.782
C -1.963 1.435 0.930
C 0.012 0.016 -0.384
H 2.037 0.510 -2.398
H 3.018 -1.089 -1.786
H -1.772 -0.032 2.418
H -0.665 1.202 -2.109
H -2.633 2.057 1.388
H 0.468 -1.596 2.328
H 1.959 -2.636 0.062
H -0.618 1.112 2.547
H -2.219 2.440 -0.836

---

B) Formula: C9H9NO
Source: OMol25
Level of theory: ωB97M-V/def2-TZVPD

Calculated values
Lowest unoccupied orbital energy (eV): -0.285
SMILES: CCc1cccc2conc12
Gap between HOMO and LUMO (eV): 7.7
HOMO (eV): -8.03
Total charge: 0

Geometry (Å):
O -1.115 0.489 2.924
N -0.285 -0.381 2.098
C -0.820 2.233 -0.197
C 1.316 -1.511 -0.333
C -0.112 1.836 -1.375
C -0.850 1.387 0.927
C -1.419 1.554 2.153
C 0.600 -0.217 -0.195
C 0.354 -2.648 -0.631
C 0.630 0.654 -1.328
C -0.115 0.187 0.940
H 0.872 -3.575 -0.866
H -2.006 2.404 2.489
H 2.030 -1.514 -1.148
H -1.306 3.192 -0.182
H 1.850 -1.694 0.559
H -0.275 -2.358 -1.511
H -0.148 2.408 -2.298
H -0.326 -2.799 0.226
H 1.125 0.352 -2.250

---

Computed stability ranking, most favorable first: B), A)

---

A) Formula: CH3BrN2
Source: OMol25
Level of theory: ωB97M-V/def2-TZVPD

Calculated values
Lowest unoccupied orbital energy (spin up / spin down) (eV): -0.825 / -0.922
SMILES: C/N=N\Br
Gap between HOMO and LUMO (spin up / spin down) (eV): 9.1 / 9.1
HOMO (spin up / spin down) (eV): -9.90 / -9.99
Total charge: 0

Geometry (Å):
Br -2.143 -0.681 -0.207
N 0.003 1.044 0.227
N -1.515 0.914 0.080
C 0.791 -0.110 -0.045
H 1.093 -0.509 0.965
H 0.243 -0.976 -0.374
H 1.529 0.319 -0.645

---

B) Formula: CH3BrN2
Source: OMol25
Level of theory: ωB97M-V/def2-TZVPD

Calculated values
Lowest unoccupied orbital energy (eV): 0.870
Gap between HOMO and LUMO (eV): 9.6
HOMO (eV): -8.72
Total charge: 0

Geometry (Å):
Br 1.960 2.256 0.030
N -0.877 -0.708 -0.361
N -1.033 -0.293 -1.395
C -0.597 -1.238 0.739
H 1.510 2.435 -1.255
H 0.391 -1.490 0.828
H -1.354 -0.961 1.415

---

Computed stability ranking, most favorable first: B), A)

---

A) Formula: CH2BrNO4
Source: OMol25
Level of theory: ωB97M-V/def2-TZVPD

Calculated values
Lowest unoccupied orbital energy (eV): -0.862
SMILES: O=[N+]([O-])C(O)(O)Br
Gap between HOMO and LUMO (eV): 10.4
HOMO (eV): -11.24
Total charge: 0

Geometry (Å):
Br 2.148 0.299 0.102
O -0.188 0.903 -1.315
O -1.075 -1.314 -0.795
O -0.282 1.232 1.028
O -0.087 -1.557 1.122
N -0.396 -0.890 0.127
C 0.236 0.505 -0.147
H -0.492 0.177 -1.906
H 0.136 0.646 1.785

---

B) Formula: CH2BrNO4
Source: OMol25
Level of theory: ωB97M-V/def2-TZVPD

Calculated values
Lowest unoccupied orbital energy (eV): -0.428
SMILES: O=C(O)Br.O=NO
Gap between HOMO and LUMO (eV): 9.8
HOMO (eV): -10.23
Total charge: 0

Geometry (Å):
Br 3.521 0.070 0.413
O -1.595 -1.046 -0.152
O 1.031 0.911 -0.543
O -2.469 0.917 0.079
O 1.173 -1.243 0.246
N -1.410 0.102 -0.003
C 1.536 -0.057 -0.096
H -2.023 1.689 -0.039
H 0.236 -1.343 0.096

---

Computed stability ranking, most favorable first: B), A)

---

A) Formula: C5H11N2OS
Source: OMol25
Level of theory: ωB97M-V/def2-TZVPD

Calculated values
Lowest unoccupied orbital energy (eV): -3.470
SMILES: C[C@]1(/[NH+]=C\O)NCCS1
Gap between HOMO and LUMO (eV): 9.7
HOMO (eV): -13.20
Total charge: +1

Geometry (Å):
S 1.278 1.145 -0.753
O -1.424 -1.165 -1.563
N 0.038 -0.674 0.555
N -1.528 0.867 -0.583
C -0.348 1.532 1.613
C -1.923 0.030 -1.468
C 1.339 -1.411 0.389
C 1.948 -0.615 -0.805
C -0.142 0.724 0.353
H -0.259 0.989 2.462
H 1.095 -2.464 -0.111
H -1.712 1.777 -0.505
H 1.607 -1.081 -1.776
H -1.297 1.891 1.524
H 3.006 -0.501 -0.854
H 0.261 2.417 1.692
H -0.678 -1.376 -0.833
H -0.523 -0.977 1.380
H -2.761 0.200 -2.001
H 2.024 -1.308 1.284

---

B) Formula: C5H11N2OS
Source: OMol25
Level of theory: ωB97M-V/def2-TZVPD

Calculated values
Lowest unoccupied orbital energy (eV): -4.339
Gap between HOMO and LUMO (eV): 9.6
HOMO (eV): -13.98
Total charge: +1

Geometry (Å):
S -0.644 1.145 -0.092
O -2.715 -0.417 0.069
N 0.915 0.800 -0.587
N 1.397 -0.354 1.295
C 1.856 0.235 0.281
C -0.758 -1.597 -0.522
C 3.269 0.401 -0.178
C -3.455 0.744 0.415
C -1.465 -0.348 -0.215
H -0.132 -1.485 -1.406
H 2.080 -0.777 1.912
H 3.577 1.441 -0.068
H 3.935 -0.221 0.417
H 3.369 0.123 -1.226
H -1.463 -2.414 -0.652
H -3.157 1.103 1.403
H -4.502 0.447 0.431
H 1.279 1.453 -1.271
H -3.303 1.540 -0.319
H -0.084 -1.820 0.314

---

Computed stability ranking, most favorable first: B), A)

---

A) Formula: C3H2FO2Tl
Source: OMol25
Level of theory: ωB97M-V/def2-TZVPD

Calculated values
Lowest unoccupied orbital energy (spin up / spin down) (eV): -1.024 / -1.024
Gap between HOMO and LUMO (spin up / spin down) (eV): 5.8 / 5.8
HOMO (spin up / spin down) (eV): -6.84 / -6.84
Total charge: 0

Geometry (Å):
Tl -0.963 1.127 -2.432
F 1.011 -0.957 2.197
O 0.622 -1.003 -0.224
O -0.403 1.054 0.228
C 0.543 0.140 -0.734
C -0.162 -0.908 1.394
C -0.816 0.350 1.381
H -1.909 0.274 1.490
H -0.699 -1.845 1.561

---

B) Formula: C3H2FO2Tl
Source: OMol25
Level of theory: ωB97M-V/def2-TZVPD

Calculated values
Lowest unoccupied orbital energy (eV): -0.241
Gap between HOMO and LUMO (eV): 8.8
HOMO (eV): -9.01
Total charge: 0

Geometry (Å):
Tl -2.115 -0.542 0.600
F 1.384 1.865 -0.292
O -0.590 0.992 0.160
O -0.534 -1.674 -0.472
C 1.364 -0.333 -0.362
C 0.739 -1.602 -0.361
C 0.495 0.780 -0.374
H 1.316 -2.406 -0.856
H 2.332 -0.248 -0.853

---

Computed stability ranking, most favorable first: B), A)

---

A) Formula: C25H27NO6S
Source: OMol25
Level of theory: ωB97M-V/def2-TZVPD

Calculated values
Lowest unoccupied orbital energy (eV): 0.006
SMILES: CCOc1ccc(CN(C(=O)c2cc(=O)c3cc(C)cc(C)c3o2)[C@@H]2CCS(=O)(=O)C2)cc1
Gap between HOMO and LUMO (eV): 8.5
HOMO (eV): -8.50
Total charge: 0

Geometry (Å):
S -4.557 0.336 -3.186
O 0.909 3.600 2.281
O -3.609 1.346 -3.581
O 1.321 -0.248 3.641
O -5.862 0.393 -3.777
O 0.136 -1.637 -0.019
O -2.925 -2.180 1.203
N -2.611 -0.798 -0.560
C 1.012 2.200 0.281
C -0.748 -1.296 0.932
C 0.325 1.360 -0.578
C 1.464 -1.508 0.260
C 5.682 -1.153 0.937
C -4.003 -0.990 -0.940
C -1.007 2.511 1.538
C -1.015 1.066 -0.385
C -4.152 -2.007 -2.094
C 2.365 -1.855 -0.759
C 3.082 2.587 2.796
C 1.843 -2.342 -2.076
C 3.302 -0.940 1.707
C 0.973 -0.685 2.558
C -1.678 1.677 0.676
C -0.414 -0.890 2.172
C 4.205 -1.267 0.718
C -4.710 0.283 -1.358
C 3.715 -1.722 -0.509
C -3.834 -1.329 -3.408
C 2.309 3.806 2.306
C -2.191 -1.474 0.538
C -1.732 0.099 -1.297
C 0.356 2.773 1.366
C 1.927 -1.049 1.493
H 6.150 -2.134 0.869
H 2.649 -2.747 -2.682
H -5.773 0.237 -1.145
H 6.132 -0.518 0.175
H 3.075 1.791 2.056
H 1.089 -3.111 -1.922
H 2.437 4.634 3.008
H -3.507 -2.866 -1.907
H -2.324 0.663 -2.019
H -1.511 2.974 2.371
H 2.625 2.202 3.704
H -4.317 -1.793 -4.261
H -2.725 1.472 0.847
H 5.897 -0.733 1.915
H -0.992 -0.485 -1.857
H -1.186 -0.664 2.889
H 0.857 0.920 -1.410
H -4.472 -1.421 -0.045
H 2.668 4.131 1.320
H 4.111 2.866 3.002
H 1.377 -1.523 -2.625
H 4.418 -1.983 -1.288
H -5.187 -2.352 -2.108
H -4.281 1.188 -0.943
H 2.056 2.392 0.092
H 3.629 -0.597 2.678
H -2.772 -1.208 -3.590

---

B) Formula: C25H27NO6S
Source: OMol25
Level of theory: ωB97M-V/def2-TZVPD

Calculated values
Lowest unoccupied orbital energy (eV): 0.214
SMILES: CCCc1cc(=O)oc2cc(C)cc(OCC(=O)N[C@@H](CSCc3ccccc3)C(=O)O)c12
Gap between HOMO and LUMO (eV): 8.8
HOMO (eV): -8.57
Total charge: 0

Geometry (Å):
S -0.894 -0.141 1.785
O -4.911 -0.153 -0.647
O 1.125 1.399 -1.566
O 5.077 2.749 3.160
O 4.325 1.032 1.986
O -3.929 1.566 -1.682
O -1.043 -1.146 -2.560
N -1.423 0.567 -1.126
C -0.938 4.132 -0.014
C 2.561 2.701 0.608
C 3.546 0.517 1.012
C -2.158 -4.258 -1.124
C -0.761 -0.055 -2.118
C 3.379 3.180 1.575
C 0.420 0.786 -2.623
C 3.697 -0.848 0.793
C 2.078 -0.726 -0.956
C -3.142 -3.980 -0.191
C -1.557 -2.735 1.120
C 1.542 3.623 0.012
C -2.845 -3.220 0.927
C -2.558 -0.003 -0.455
C -2.500 0.307 1.045
C 3.133 -2.946 -0.436
C 4.321 2.364 2.302
C -0.573 -3.022 0.181
C -0.872 -3.780 -0.935
C 1.929 0.637 -0.769
C -1.231 -1.871 2.292
C -3.856 0.571 -1.017
C 2.649 1.301 0.258
C 2.960 -1.480 -0.188
C 0.188 3.397 0.702
H -3.617 -3.003 1.652
H 2.976 -3.511 0.482
H -0.307 -2.182 2.779
H -5.731 0.220 -1.012
H -2.394 -4.843 -2.000
H -3.290 -0.220 1.576
H 1.854 4.657 0.169
H -0.747 5.203 -0.020
H 0.023 1.613 -3.221
H 4.148 -3.147 -0.775
H -1.154 1.507 -0.873
H -0.107 -3.992 -1.665
H 1.501 -1.234 -1.712
H 0.420 -2.627 0.331
H -1.027 3.802 -1.048
H -2.038 -1.845 3.024
H 0.256 3.746 1.734
H -0.018 2.325 0.743
H 1.069 0.176 -3.259
H 4.403 -1.388 1.403
H -2.606 1.381 1.204
H -2.547 -1.083 -0.636
H 2.439 -3.302 -1.192
H 1.443 3.451 -1.056
H -1.890 3.962 0.484
H 3.350 4.218 1.868
H -4.147 -4.350 -0.334

---

Computed stability ranking, most favorable first: B), A)